Entry 1:
The ion C5H10ClN2 with charge +1. Source: the OMol25 dataset; level of theory: ωB97M-V/def2-TZVPD.

The SMILES is C[N+]1=CCN[C@]1(C)Cl. As for the molar mass: 133.60 g/mol. The total charge is +1. As for the energy above the lowest of the compared OMol25 structures with the same formula, charge and spin: 49.2 kcal per mole.

Positions of all 18 atoms, in Å:
C1 0.4795 1.4873 -1.0400
N1 0.2584 0.1443 -0.7207
C2 0.7469 -0.9857 -1.1171
C3 0.4742 -1.9991 -0.2231
N2 -0.5076 -1.5772 0.6511
C4 -0.7874 -0.1952 0.3578
C5 -0.7674 0.8874 1.4329
Cl1 -2.3854 -0.1488 -0.5789
H1 -0.5430 1.7939 -1.5841
H2 1.2790 1.5725 -1.8100
H3 0.5582 2.1360 -0.1552
H4 1.4170 -1.1413 -1.8994
H5 0.1668 -2.8663 -0.7629
H6 1.3955 -2.2631 0.3134
H7 -1.4291 -2.0778 0.6693
H8 -1.1082 1.7907 0.9888
H9 0.3644 0.9506 1.5878
H10 -1.3696 0.5408 2.2493


Entry 2:
A structure of composition C21H51BBeBrCaCl2KN2O13P2S2. Source: the OMol25 dataset; level of theory: ωB97M-V/def2-TZVPD.

As for the molar mass: 915.53 g/mol. The total energy comes out at -8208.49323 hartree.

Positions of all 98 atoms, in Å:
C1 5.4084 -2.5315 1.9275
C2 5.8709 -1.7633 0.6836
S1 4.9827 -0.1602 0.5045
C3 3.9009 -0.3579 -0.9587
C4 2.3810 -0.4930 -0.6538
C5 2.0419 -0.6246 0.8163
O1 0.6826 -0.9171 1.0912
C6 -0.2323 -0.7241 0.0102
P1 -1.8651 -1.3998 0.5605
N1 -3.0305 -1.6289 -0.4556
C7 0.1854 -1.3651 -1.3164
N2 1.6702 -1.6297 -1.4022
B1 2.0705 -3.0560 -0.9385
O2 3.2489 -3.5936 -1.3814
C8 1.1803 -3.9238 -0.0134
C9 1.5937 -5.4129 -0.0004
H1 4.7401 -3.3590 1.6780
H2 6.2501 -2.9420 2.4773
H3 4.8522 -1.8536 2.5702
H4 5.7076 -2.3116 -0.2263
H5 6.9287 -1.5280 0.7942
H6 4.0465 0.5397 -1.5546
H7 4.2712 -1.1679 -1.5683
H8 1.9359 0.4230 -1.0413
H9 2.6492 -1.3829 1.3147
H10 2.3077 0.3214 1.2909
H11 -0.3250 0.3455 -0.1521
H12 -2.3094 -0.5850 1.6197
H13 -1.4790 -2.6323 1.1246
H14 -2.7998 -1.2842 -1.3966
H15 -0.4030 -2.2509 -1.5390
H16 -0.0600 -0.6431 -2.0946
H17 1.9030 -1.5432 -2.3934
H18 3.4873 -3.2334 -2.2430
H19 1.2143 -3.5348 1.0088
H20 0.1340 -3.8837 -0.3174
H21 0.7029 -6.0010 0.2145
H22 2.2935 -5.6407 0.7975
H23 1.9547 -5.7581 -0.9643
Br1 -2.2578 0.8639 -1.6803
O3 -6.9851 -5.6865 0.5665
S2 -7.8669 -4.5216 0.6209
O4 -8.5669 -4.1930 -0.5928
O5 -7.0573 -3.3284 1.1332
C10 -5.7680 -3.0217 0.4578
C11 -5.9394 -2.3903 -0.8954
C12 -8.9726 -4.6847 1.9637
H24 -5.1715 -3.9358 0.4118
H25 -5.2541 -2.3402 1.1273
H26 -6.3862 -3.0780 -1.6253
H27 -4.9439 -2.1044 -1.2279
H28 -6.5851 -1.5137 -0.8506
H29 -8.4019 -4.9458 2.8513
H30 -9.6801 -5.4749 1.7184
H31 -9.4915 -3.7376 2.0865
O6 -1.4257 4.2183 -0.6719
P2 -2.4783 4.9208 0.4099
O7 -1.7637 6.3885 0.5219
C13 -1.8604 7.2800 -0.5900
C14 -3.2394 7.9043 -0.7144
O8 -1.8487 4.2132 1.7624
C15 -1.2064 2.9503 1.7334
C16 0.3034 3.1002 1.7547
O9 -3.8708 5.3751 1.1937
C17 -4.0002 5.5672 2.5986
C18 -3.1549 6.6822 3.1809
H32 -1.5877 6.7557 -1.5109
H33 -1.1150 8.0569 -0.4205
H34 -3.9908 7.1525 -0.9626
H35 -3.2428 8.6641 -1.4976
H36 -3.5414 8.3641 0.2267
H37 -1.5225 2.3697 0.8626
H38 -1.5391 2.4095 2.6247
H39 0.6338 3.7922 0.9809
H40 0.7912 2.1331 1.5980
H41 0.6334 3.5038 2.7135
H42 -3.8247 4.6283 3.1277
H43 -5.0549 5.8114 2.7524
H44 -2.0956 6.4315 3.1694
H45 -3.4492 6.8575 4.2184
H46 -3.2848 7.6068 2.6191
K1 5.6050 -2.7017 -2.2340
Cl1 -0.3907 4.1344 -2.2803
C19 9.3907 -2.8888 0.3609
O10 8.9322 -2.1678 1.2709
O11 10.2337 -3.8106 0.5465
O12 9.0184 -2.7805 -0.8539
Ca1 -6.5706 -6.4253 -1.3559
Be1 -3.8940 1.6142 0.2037
Cl2 -4.4755 -6.8579 0.7588
C20 7.6904 2.1634 -4.4039
C21 7.3356 0.8979 -3.5997
O13 6.8035 -0.0592 -4.4033
H47 6.8021 2.5874 -4.8768
H48 8.1194 2.9301 -3.7462
H49 8.4257 1.9351 -5.1764
H50 6.6759 1.2588 -2.7646
H51 8.2695 0.6136 -3.0649


Entry 3:
A cluster of 2 separate species, C3H8O2 in total. Source: the OMol25 dataset; level of theory: ωB97M-V/def2-TZVPD.

As for the molar mass: 76.09 g/mol. As for the energy above the lowest of the compared OMol25 structures with the same formula, charge and spin: 80.9 kcal per mole.

Positions of all 13 atoms, in Å:
C1 0.4126 -0.6883 1.2442
C2 0.2565 0.7293 -0.9196
C3 0.1319 -0.5633 -0.2082
O1 -2.4734 -0.1355 0.0606
O2 -0.0011 -1.6939 -0.8637
H1 0.8535 -1.6589 1.4594
H2 1.0419 0.1205 1.6054
H3 -0.5405 -0.6410 1.7698
H4 1.2748 0.8387 -1.3148
H5 0.0625 1.5575 -0.2440
H6 -0.4424 0.7803 -1.7555
H7 -2.5244 0.8003 0.2541
H8 -0.3885 -1.5654 -1.7456


Entry 4:
The molecule C17H20ClN3O2. Source: the OMol25 dataset; level of theory: ωB97M-V/def2-TZVPD.

The SMILES is CC(=O)N(c1nc(Cc2ccc(Cl)cc2)no1)C1CCCCC1. As for the molar mass: 333.82 g/mol. As for the energy above the lowest of the compared OMol25 structures with the same formula, charge and spin: 29.5 kcal per mole.

Positions of all 43 atoms, in Å:
C1 -1.4341 -2.4485 2.6345
C2 -0.2245 -2.6271 1.7106
O1 0.1035 -3.7885 1.5160
N1 0.3226 -1.5614 0.9738
C3 0.0620 -0.2409 1.3552
N2 0.2892 0.7583 0.5350
C4 -0.1668 1.8941 1.1950
C5 -0.0850 3.3338 0.6640
C6 -1.3555 3.8466 0.0642
C7 -1.8682 3.2976 -1.1307
C8 -3.0879 3.6930 -1.6736
C9 -3.8666 4.6513 -0.9761
Cl1 -5.4343 5.1644 -1.5717
C10 -3.3579 5.1999 0.2049
C11 -2.1025 4.8165 0.7302
N3 -0.7084 1.5794 2.3424
O2 -0.4628 0.2193 2.5220
C12 1.2998 -1.7949 -0.0633
C13 2.5989 -2.5254 0.3819
C14 3.5636 -2.6324 -0.7710
C15 2.9580 -3.3700 -1.9868
C16 1.6594 -2.6490 -2.4062
C17 0.6813 -2.5646 -1.2145
H1 -1.8995 -3.4167 2.8785
H2 -1.0822 -1.9971 3.5876
H3 -2.1840 -1.8420 2.0813
H4 0.6629 3.3987 -0.1237
H5 0.2326 3.9836 1.4709
H6 -1.2418 2.5418 -1.6508
H7 -3.3778 3.2363 -2.6305
H8 -3.9092 5.9404 0.7301
H9 -1.7290 5.2399 1.6698
H10 1.7173 -0.8669 -0.4733
H11 3.0628 -1.9359 1.1889
H12 2.3804 -3.4942 0.7538
H13 3.8843 -1.6238 -1.0965
H14 4.4286 -3.1819 -0.4065
H15 2.7816 -4.4399 -1.7703
H16 3.6846 -3.3471 -2.8096
H17 1.8843 -1.6662 -2.7772
H18 1.2161 -3.1841 -3.2289
H19 0.3491 -3.5854 -0.9056
H20 -0.2451 -2.0110 -1.5237


Entry 5:
A structure of composition C5H8FHgO4. Source: the OMol25 dataset; level of theory: ωB97M-V/def2-TZVPD.

As for the molar mass: 351.70 g/mol. As for the spin multiplicity: 2. As for the energy above the lowest of the compared OMol25 structures with the same formula, charge and spin: 52.3 kcal per mole.

Positions of all 19 atoms, in Å:
C1 -5.2422 -0.6624 -0.2622
O1 -3.8527 -0.6465 -0.0526
C2 -5.8287 -2.0141 0.1100
H1 -5.7284 0.1277 0.3450
H2 -5.4818 -0.4431 -1.3229
H3 -6.9181 -2.0152 -0.0491
H4 -5.3872 -2.8122 -0.5057
H5 -5.6329 -2.2441 1.1677
C3 -1.5452 3.1598 -0.1629
O2 -1.1200 2.1072 0.4369
C4 -2.8500 0.8498 0.1936
C5 -3.3534 1.8735 -0.8193
O3 -2.8463 3.1550 -0.4591
O4 -0.7968 3.9883 -0.6922
F1 -3.2904 1.1861 1.4722
H6 -1.9897 0.2161 -0.0693
H7 -2.9846 1.6172 -1.8194
H8 -4.4457 1.9501 -0.8054
Hg1 1.5596 3.7893 0.2632


Entry 6:
A structure of composition C15H31N2O3PSiV. Source: the OMol25 dataset; level of theory: ωB97M-V/def2-TZVPD.

As for the molar mass: 397.43 g/mol. As for the spin multiplicity: 2. As for the energy above the lowest of the compared OMol25 structures with the same formula, charge and spin: 33.0 kcal per mole.

Positions of all 54 atoms, in Å:
V1 0.3160 0.0059 -0.0618
Si1 2.6306 0.6122 -0.9547
P1 -0.2593 0.6552 -2.3052
N1 -0.5041 -1.5290 -0.1525
H1 1.5366 -0.6881 -0.6930
C1 -2.0798 0.7051 -2.4761
H2 -2.3634 0.7826 -3.5340
H3 -2.4803 1.5656 -1.9277
H4 -2.5107 -0.2110 -2.0577
C2 0.2043 2.1911 -3.1900
H5 -0.1492 2.1512 -4.2301
H6 1.2892 2.3302 -3.2043
H7 -0.2453 3.0681 -2.7079
C3 0.2368 -0.6841 -3.4595
H8 -0.0970 -0.4636 -4.4819
H9 -0.2034 -1.6356 -3.1405
H10 1.3261 -0.7978 -3.4597
C4 2.8909 2.2966 -0.1320
H11 2.5518 2.2658 0.9118
H12 2.3637 3.0974 -0.6660
H13 3.9626 2.5481 -0.1269
H14 3.7957 -0.2262 -0.5691
H15 2.8249 0.8208 -2.4215
C5 -0.4406 -2.8568 -0.1869
C6 -1.5294 -5.0279 -0.1789
C7 -1.5837 -3.6693 0.0828
C8 0.7853 -3.4890 -0.5775
C9 0.8023 -4.8444 -0.8745
C10 -0.3558 -5.6154 -0.6848
H16 -2.4113 -5.6325 0.0266
H17 -2.4680 -3.1452 0.4533
H18 1.6626 -2.8364 -0.6866
H19 1.7317 -5.2827 -1.2387
H20 -0.3308 -6.6795 -0.9183
C11 -1.5686 2.9263 0.9488
O1 -1.1988 1.7811 0.5861
C12 -2.2184 3.2000 2.2681
H21 -1.6517 4.0075 2.7573
H22 -2.2190 2.3117 2.9063
H23 -3.2470 3.5596 2.1019
C13 -1.2980 4.0995 0.0548
H24 -1.9967 4.1000 -0.7944
H25 -0.2556 4.0841 -0.3051
H26 -1.4592 5.0342 0.5996
N2 -0.0565 -0.8533 4.6616
C14 1.2223 -0.3288 4.1079
C15 0.9631 -0.1334 2.6284
O2 -0.2545 -0.2487 2.3169
O3 1.9209 0.1014 1.8229
H27 -0.8362 -0.3892 4.1567
H28 -0.1104 -0.7263 5.6684
H29 -0.1072 -1.8644 4.4849
H30 1.4624 0.6164 4.5927
H31 2.0102 -1.0590 4.2605


Entry 7:
A cluster of 10 separate species, C32H92N8O10 in total. Source: the OMol25 dataset; level of theory: ωB97M-V/def2-TZVPD.

The SMILES is COC[C@H](C)N.COC[C@H](C)N.COC[C@H](C)N.COC[C@H](C)N.COC[C@H](C)N.COC[C@H](C)N.COC[C@H](C)N.COC[C@H](C)N.O.O. As for the molar mass: 749.13 g/mol. As for the energy above the lowest of the compared OMol25 structures with the same formula, charge and spin: 0.0 kcal per mole.

Positions of all 142 atoms, in Å:
C1 -6.5418 24.7181 -26.7927
O1 -7.2825 24.5850 -25.6090
C2 -8.2543 23.5500 -25.6954
C3 -9.0644 23.5399 -24.4024
C4 -9.7396 24.8749 -24.1768
N1 -8.1903 23.2420 -23.2427
H1 -6.4607 23.8047 -27.3877
H2 -5.5440 25.0896 -26.5481
H3 -6.9821 25.4835 -27.4531
H4 -8.9322 23.7745 -26.5370
H5 -7.7448 22.6006 -25.8830
H6 -9.8150 22.7498 -24.4754
H7 -9.1062 25.7516 -24.2962
H8 -10.2755 24.9402 -23.2362
H9 -10.5069 24.9882 -24.9623
H10 -7.3713 23.8428 -23.2923
H11 -7.8152 22.2997 -23.3166
C5 -5.4354 28.8889 -19.1636
O2 -4.9954 28.1360 -20.2679
C6 -6.0055 27.9764 -21.2330
C7 -5.5856 26.9364 -22.2467
C8 -4.4784 27.4334 -23.1595
N2 -6.8023 26.5208 -22.9725
H12 -6.3394 28.4337 -18.7328
H13 -5.7060 29.9122 -19.4677
H14 -4.6399 28.9364 -18.4268
H15 -6.9550 27.6826 -20.7591
H16 -6.1978 28.9350 -21.7554
H17 -5.2484 26.0773 -21.6570
H18 -3.5863 27.7275 -22.6041
H19 -4.8269 28.2775 -23.7600
H20 -4.1908 26.6218 -23.8343
H21 -6.5426 26.1924 -23.8977
H22 -7.3803 27.3494 -23.0972
C9 -12.0218 30.2801 -24.7344
O3 -12.8155 29.9688 -25.8513
C10 -13.8756 30.8767 -26.0587
C11 -14.4552 30.6369 -27.4344
C12 -13.4479 30.9674 -28.5241
N3 -15.7043 31.3890 -27.6474
H23 -11.6095 31.2973 -24.7744
H24 -11.1886 29.5824 -24.7247
H25 -12.5966 30.1607 -23.8101
H26 -14.6066 30.7960 -25.2431
H27 -13.4698 31.9046 -26.0474
H28 -14.7306 29.5830 -27.5425
H29 -13.9103 30.8015 -29.4936
H30 -12.5840 30.3147 -28.3899
H31 -13.0611 31.9853 -28.4211
H32 -16.3668 31.2004 -26.9036
H33 -15.4939 32.3833 -27.5986
C13 -9.2450 34.1359 -21.3705
O4 -9.4565 33.2366 -20.3109
C14 -9.2997 31.8944 -20.7222
C15 -9.2686 31.0251 -19.4869
C16 -8.0731 31.3971 -18.6054
N4 -9.2634 29.6123 -19.8841
H34 -9.7408 33.8024 -22.2901
H35 -8.1726 34.2348 -21.5917
H36 -9.6292 35.1054 -21.0629
H37 -10.1394 31.6248 -21.3804
H38 -8.3854 31.8006 -21.3315
H39 -10.1928 31.2522 -18.9456
H40 -7.1504 31.1888 -19.1539
H41 -8.0797 30.8408 -17.6663
H42 -8.1027 32.4591 -18.3640
H43 -8.9993 29.0353 -19.0910
H44 -8.5244 29.5082 -20.5794
C17 -8.5689 26.2560 -30.1589
O5 -9.6772 27.1105 -30.0633
C18 -9.7533 27.8342 -28.8606
C19 -10.1663 27.0175 -27.6519
C20 -11.5475 26.3935 -27.8403
N5 -10.1460 27.8944 -26.4472
H45 -8.6874 25.6770 -31.0756
H46 -8.5213 25.5450 -29.3288
H47 -7.6352 26.8235 -30.2530
H48 -8.8003 28.3330 -28.6121
H49 -10.4669 28.6542 -28.9796
H50 -9.4904 26.1655 -27.5117
H51 -11.8608 25.8191 -26.9655
H52 -11.5548 25.6722 -28.6646
H53 -12.2861 27.1615 -28.0862
H54 -11.1038 27.8924 -26.1025
H55 -9.6342 27.3905 -25.7278
C21 -13.4439 26.8759 -23.4954
O6 -13.9772 25.6353 -23.8591
C22 -13.3597 24.5427 -23.2048
C23 -13.2845 23.3956 -24.1901
C24 -14.5651 23.3128 -25.0362
N6 -13.0369 22.0915 -23.5210
H56 -13.9995 27.6667 -24.0050
H57 -12.3960 27.0146 -23.7877
H58 -13.5859 27.0493 -22.4202
H59 -12.3606 24.8184 -22.8575
H60 -13.9361 24.2598 -22.3115
H61 -12.4065 23.5026 -24.8327
H62 -15.4322 23.1507 -24.3909
H63 -14.5283 22.4188 -25.6669
H64 -14.6820 24.1814 -25.6780
H65 -13.8794 21.7793 -23.0465
H66 -12.8660 21.4029 -24.2445
C25 -8.5755 27.7426 -16.8102
O7 -8.9662 27.1972 -18.0476
C26 -10.0910 26.3228 -17.9510
C27 -10.2357 25.5638 -19.2472
C28 -10.6581 26.4361 -20.4005
N7 -11.2992 24.5353 -19.0188
H67 -9.2084 28.5965 -16.5228
H68 -7.5431 28.0707 -16.9110
H69 -8.6685 27.0108 -15.9990
H70 -9.9233 25.6128 -17.1291
H71 -10.9792 26.9273 -17.7229
H72 -9.2853 25.0477 -19.4141
H73 -11.6767 26.8032 -20.3042
H74 -10.5330 25.9063 -21.3472
H75 -9.9913 27.2956 -20.4879
H76 -11.0337 23.9767 -18.2080
H77 -11.2298 23.8529 -19.7722
C29 -5.8529 32.7583 -21.9850
O8 -6.5397 33.1112 -23.1792
C30 -6.3360 32.1855 -24.2230
C31 -7.2017 30.9467 -24.1030
C32 -6.9863 30.0998 -25.3579
N8 -8.6365 31.3417 -24.0459
H78 -4.7796 32.6307 -22.1658
H79 -6.2238 31.8156 -21.5629
H80 -6.0064 33.5698 -21.2790
H81 -6.5955 32.7102 -25.1486
H82 -5.2745 31.9322 -24.3720
H83 -7.0019 30.3335 -23.2241
H84 -5.9630 29.7064 -25.3595
H85 -7.1116 30.6615 -26.2841
H86 -7.6356 29.2228 -25.3729
H87 -8.9906 31.3737 -24.9980
H88 -8.7339 32.2787 -23.6690
O9 -9.1265 28.4885 -23.3452
H89 -9.1114 29.4077 -23.6524
H90 -9.9576 28.4081 -22.8596
O10 -11.3362 29.1554 -21.7679
H91 -10.7505 29.5484 -21.0879
H92 -12.1962 29.0932 -21.3432


Entry 8:
A cluster of 2 separate species, C4H4O2 in total. Source: the OMol25 dataset; level of theory: ωB97M-V/def2-TZVPD.

The SMILES is C=C=O.C=C=O. As for the molar mass: 84.07 g/mol. As for the energy above the lowest of the compared OMol25 structures with the same formula, charge and spin: 55.2 kcal per mole.

Positions of all 10 atoms, in Å:
C1 2.2785 -0.7728 0.0561
C2 1.8914 0.2130 -0.6951
O1 1.5144 1.1872 -1.2598
H1 1.9221 -1.1593 1.0074
H2 3.1421 -1.4966 -0.0342
C3 -1.8408 0.4651 0.5881
C4 -2.4266 0.1793 -0.5392
O2 -3.1641 0.1910 -1.4634
H3 -0.9230 0.8867 0.7698
H4 -2.3940 0.3064 1.5702


Q: Which of these has the highest molar mass?
A: C21H51BBeBrCaCl2KN2O13P2S2


Q: The lowest molar mass belongs to which entry?
A: C3H8O2